Formula: CHN2O4S
Source: OMol25
Level of theory: the ωB97M-V functional and the def2-TZVPD basis

Geometry as XYZ:
```
9
Properties=species:S:1:pos:R:3:forces:R:3
C -0.732 -2.316 -2.123 0.4 -1.6 -3.2
N -0.043 -1.744 -1.380 0.9 2.0 2.3
N -0.098 1.404 2.365 0.5 -1.3 1.6
O -1.112 -2.991 -3.038 -0.9 0.4 1.1
O -0.291 2.530 0.811 -0.6 1.3 -2.0
O 0.835 0.349 0.045 -0.1 1.5 0.7
O 0.288 1.977 3.344 -0.1 0.0 0.0
S 0.909 1.641 0.854 0.3 -1.6 -0.4
H 0.245 -0.849 -0.878 -0.4 -0.7 -0.1
```
Forces are in eV/Å.

Computed properties:
LUMO ... 3.525 eV
HOMO-LUMO gap ... 7.50 eV
Net charge ... -1
DFT total energy ... -23057.394 eV

***

Formula: C4H10S
Source: OMol25
Level of theory: the ωB97M-V functional and the def2-TZVPD basis

Geometry as XYZ:
```
15
Properties=species:S:1:pos:R:3:forces:R:3
C -1.263 0.773 -0.897 -1.4 0.7 -0.4
C 0.318 1.346 -0.053 -0.9 -4.6 2.8
C -0.862 0.904 0.623 -1.4 2.4 2.9
S -0.101 -2.009 -0.443 0.9 0.1 0.4
C 1.573 -2.008 0.403 -1.1 1.2 1.1
H -2.227 0.186 -0.774 1.4 -0.1 -0.1
H -1.608 1.714 -1.217 -0.3 1.3 -0.7
H -0.670 0.292 -1.654 0.6 -1.0 -0.1
H 0.544 2.347 -0.104 0.0 2.3 -0.9
H 1.107 0.589 -0.040 -0.3 0.0 -1.2
H -1.157 -0.010 1.222 1.6 0.7 -1.2
H -1.421 1.827 1.097 0.7 -1.8 -1.2
H 1.438 -1.914 1.528 0.2 -0.2 -1.2
H 2.136 -2.897 0.215 0.3 -0.6 -0.2
H 2.192 -1.141 0.094 -0.2 -0.5 0.0
```
Forces are in eV/Å.

Computed properties:
LUMO ... -1.680 eV
HOMO-LUMO gap ... 4.64 eV
DFT total energy ... -15139.629 eV